DFT (ωB97M-V/def2-TZVPD) results for a structure of composition C29H51AgN3O5P.

electronic energy: -58898.6099 eV
relative energy (zero: lowest compared OMol25 entry of this formula, charge and spin): 0.6668 eV
highest occupied orbital energy: -0.266 Eh
Kohn-Sham gap: 7.65 eV

The geometry in ORCA input format:
```
! RIJCOSX wB97M-V def2-TZVPD def2/J DEFGRID3
* xyz 0 1
Ag 0.43701 0.12164 0.12890
O -1.22736 -2.32848 3.49235
C -1.17320 -1.34192 2.58224
O -0.35857 -0.46007 2.62950
C -2.28451 -1.46300 1.55689
O -1.87884 -0.85192 0.37240
C -2.90399 -0.20927 -0.38068
C -2.32928 0.95598 -1.21713
O -2.98745 1.28067 -2.20211
O -1.26716 1.48363 -0.79452
H -0.52678 -2.14623 4.14298
H -3.15270 -0.94829 1.99552
H -2.55572 -2.51757 1.42031
H -3.64151 0.22017 0.30711
H -3.40517 -0.92859 -1.03424
C 5.45761 -0.67961 2.70365
C 4.53388 0.43018 2.23683
N 3.24941 -0.15468 1.93411
C 3.08847 -1.35635 1.29974
N 1.92781 -1.61073 0.80405
C 1.72242 -2.90239 0.18189
C 2.98212 -3.39101 -0.51036
C 4.11363 -3.43027 0.49774
N 4.17048 -2.19640 1.27035
C 5.50445 -1.74991 1.63258
H 5.07742 -1.10330 3.63523
H 6.46081 -0.29576 2.88445
H 4.97123 0.93945 1.36290
H 4.39048 1.17758 3.01886
H 2.44794 0.45407 1.82978
H 0.90202 -2.81218 -0.53288
H 1.40500 -3.63817 0.93225
H 3.23046 -2.69646 -1.31226
H 2.84346 -4.37773 -0.95212
H 5.07586 -3.55244 -0.00899
H 3.99317 -4.28284 1.17825
H 6.02524 -1.36373 0.74307
H 6.06381 -2.62291 1.98012
C 5.95405 0.33540 -2.98477
C 5.73530 1.07224 -1.65621
C 4.27023 1.00349 -1.20947
C 3.33571 1.02155 -2.42513
C 3.52395 -0.30030 -3.19293
C 4.96910 -0.81919 -3.11158
P 1.57946 1.25294 -1.89129
C 0.51113 1.02947 -3.38092
C 0.10581 -0.42561 -3.63057
C -1.13479 -0.46627 -4.52991
C -1.07808 0.60530 -5.63146
C 0.35728 1.02633 -5.91742
C 0.97839 1.69879 -4.68753
C 1.37803 3.06310 -1.54608
C 1.57625 3.36048 -0.05159
C 1.65120 4.86540 0.17219
C 2.92030 5.44943 -0.46404
C 3.36042 4.64543 -1.69377
C 2.15714 4.06490 -2.42786
H 6.98363 -0.01895 -3.05790
H 5.80451 1.02113 -3.82177
H 6.03919 2.11709 -1.75919
H 6.37367 0.64008 -0.88146
H 4.05206 1.81944 -0.51814
H 4.07525 0.07790 -0.65403
H 3.62862 1.85457 -3.07307
H 3.24167 -0.15935 -4.23672
H 2.83874 -1.05450 -2.79219
H 5.19303 -1.43196 -3.98763
H 5.08716 -1.47380 -2.24362
H -0.40380 1.52903 -3.04297
H -0.10589 -0.92889 -2.68124
H 0.92977 -0.97206 -4.09731
H -2.01980 -0.29196 -3.91725
H -1.23078 -1.46166 -4.97153
H -1.64853 1.48102 -5.31495
H -1.55477 0.23719 -6.54150
H 0.40113 1.70809 -6.76928
H 0.94355 0.14667 -6.19854
H 0.68366 2.74984 -4.66699
H 2.06708 1.68678 -4.78173
H 0.30586 3.18789 -1.72885
H 2.49174 2.89483 0.33089
H 0.74023 2.92001 0.50189
H 1.61770 5.10346 1.23674
H 0.76390 5.32161 -0.27300
H 3.73002 5.46745 0.26935
H 2.74143 6.48794 -0.74985
H 4.02163 3.83088 -1.39006
H 3.94762 5.27583 -2.36481
H 2.47124 3.61043 -3.36608
H 1.48988 4.88421 -2.70913
*
```